# 1
DFT (ωB97M-V/def2-TZVPD) results for a cluster of 2 separate species, C10H24N5O2 in total.

Last column: natural (NBO) charge in e.
Element x y z (Å)
N  -2.3299  -2.3010  -2.0357  -0.799
C  -1.3211  -1.4990  -1.6599  0.567
N  -1.3182  -0.6423  -0.6380  -0.455
C  -0.1219  -0.0685  -0.6642  0.277
N  0.6257  -0.5051  -1.6724  -0.139
C  1.9855  -0.0969  -2.0919  -0.223
C  2.4469  -0.7646  -3.3814  -0.429
C  1.8641  -0.2264  -4.7137  -0.442
C  0.8521  0.9144  -4.6072  -0.059
O  0.3389  1.2797  -5.8675  -0.692
N  -0.1284  -1.4516  -2.2905  -0.352
H  -2.9472  -2.6805  -1.3391  0.438
H  -2.5501  -2.4404  -3.0052  0.422
H  0.2020  0.6774  0.0473  0.256
H  1.9725  0.9874  -2.1838  0.237
H  2.6512  -0.3646  -1.2734  0.243
H  3.5291  -0.6475  -3.3948  0.259
H  2.2929  -1.8438  -3.2951  0.206
H  1.3974  -1.0461  -5.2685  0.199
H  2.6839  0.1364  -5.3314  0.242
H  1.3362  1.8200  -4.2390  0.189
H  0.0333  0.6675  -3.9169  0.135
H  -0.1099  0.5310  -6.2717  0.466
H  0.2072  -1.9840  -3.0780  0.449
C  -2.0071  0.9265  5.3127  -0.614
C  -0.6096  1.4667  5.0271  -0.083
C  -0.2243  1.4515  3.5442  -0.075
O  0.0879  0.1680  3.0184  -0.561
C  -1.0236  -0.6171  2.6326  -0.248
N  0.3536  0.7733  5.8785  -0.819
H  -2.0229  -0.1637  5.2944  0.200
H  -2.3249  1.2345  6.3071  0.231
H  -2.7370  1.2953  4.5896  0.202
H  -0.5958  2.5212  5.3210  0.195
H  0.6878  2.0399  3.4207  0.184
H  -1.0137  1.9187  2.9382  0.159
H  -1.8039  0.0013  2.1779  0.171
H  -1.4467  -1.1864  3.4622  0.180
H  -0.6634  -1.3303  1.8916  0.170
H  1.2628  1.2198  5.8259  0.356
H  0.4887  -0.1706  5.5299  0.354

The charge is +1. The calculation puts the total energy at -22297.3018 eV. Its energy above the lowest of the compared OMol25 structures with the same formula, charge and spin is 0.0 kcal per mole. The HOMO-LUMO gap comes out at 7.863 eV.



# 2
DFT (ωB97M-V/def2-TZVPD) results for a cluster of 3 separate species, C10H25B5O14 in total in a non-equilibrium geometry.

Last column: natural (NBO) charge in e.
Element x y z (Å)
C  -2.7041  2.2458  -0.3797  -0.640
C  -1.4655  1.5448  0.1633  -0.057
O  -1.0135  2.1309  1.3759  -0.541
C  0.1218  2.9849  1.2484  -0.409
B  0.7128  2.9967  2.7083  1.181
O  1.8816  2.3152  3.0009  -0.891
B  1.8233  1.5733  4.1687  1.213
C  2.2285  0.0640  4.2407  -1.184
B  2.3895  -0.7490  2.8975  1.137
O  1.7901  -0.3215  1.7481  -0.886
O  3.1047  -1.9279  2.8367  -0.904
O  1.2725  2.2288  5.2708  -0.903
B  0.0742  2.8847  4.9786  0.836
B  -1.2781  2.6711  6.0257  0.864
O  -1.4900  3.3843  7.1763  -0.883
O  -2.2287  1.7257  5.6877  -0.923
O  0.0299  3.5652  3.7734  -0.888
H  -3.3026  2.6038  0.4593  0.221
H  -3.3202  1.5503  -0.9524  0.208
H  -2.4615  3.1003  -1.0124  0.203
H  -1.6961  0.5006  0.3852  0.187
H  -0.6567  1.5572  -0.5737  0.164
H  -0.1624  3.9759  0.8700  0.184
H  0.8525  2.5464  0.5605  0.191
H  3.1032  -0.0579  4.8900  0.266
H  1.4135  -0.4252  4.7953  0.269
H  1.6602  -1.0397  1.1201  0.498
H  3.1416  -2.4029  3.6689  0.492
H  -0.6881  3.7272  7.5723  0.495
H  -2.2067  0.9266  6.2157  0.502
C  -4.0115  -2.8270  0.3242  -0.255
O  -3.5721  -3.5950  -0.8032  -0.492
C  -2.3706  -3.2542  -1.2634  0.979
O  -1.6645  -2.3880  -0.8121  -0.653
O  -2.0805  -4.0262  -2.3080  -0.492
C  -0.7989  -3.7614  -2.8923  -0.255
H  -4.9914  -3.2193  0.5758  0.197
H  -3.3249  -2.9495  1.1596  0.193
H  -4.0784  -1.7722  0.0643  0.193
H  -0.0062  -3.9361  -2.1676  0.192
H  -0.7453  -2.7346  -3.2484  0.194
H  -0.7082  -4.4541  -3.7227  0.197
C  3.4103  0.3507  -4.0097  -0.256
O  2.8690  -0.8172  -4.6408  -0.495
C  2.2906  -0.5861  -5.8180  0.977
O  2.1976  0.4836  -6.3615  -0.642
O  1.8265  -1.7433  -6.2908  -0.497
C  1.1705  -1.6403  -7.5603  -0.255
H  3.8386  0.0016  -3.0758  0.198
H  4.1767  0.8012  -4.6374  0.194
H  2.6244  1.0793  -3.8207  0.194
H  1.8594  -1.2682  -8.3161  0.194
H  0.3126  -0.9741  -7.4933  0.194
H  0.8508  -2.6489  -7.8020  0.195

The calculation puts the total energy at -42834.1521 eV. Its energy above the lowest of the compared OMol25 structures with the same formula, charge and spin is 0.0 kcal per mole. As for the SMILES: CCOCB1OB(CB(O)O)OB(B(O)O)O1.COC(=O)OC.COC(=O)OC. The HOMO-LUMO gap comes out at 9.658 eV.



# 3
DFT (ωB97M-V/def2-TZVPD) results for an isolated molecule of C10H25BN2 in a non-equilibrium geometry.

Last column: natural (NBO) charge in e.
Element x y z (Å)
B  1.0296  0.0606  -0.9155  0.457
C  0.5241  -2.3805  0.2747  -0.626
C  -1.3419  -1.3930  1.5775  -0.704
C  -1.6417  -1.9276  -0.9620  -0.611
C  0.0451  2.4057  0.0740  -0.697
C  -1.7891  1.5289  -1.5190  -0.642
C  -2.1555  1.2832  0.8790  -0.733
C  3.4682  -0.0918  -0.9369  -0.409
C  2.3124  0.1457  1.1119  -0.511
C  -0.6796  -1.3866  0.1620  0.063
C  -1.0408  1.2107  -0.1657  0.093
N  2.2175  0.0622  -0.3487  -0.643
N  -0.2221  -0.0746  -0.1070  -0.248
H  0.9833  0.1090  -2.0494  -0.024
H  1.2233  -2.0174  -0.4233  0.211
H  0.9892  -2.2448  1.3839  0.210
H  0.0746  -3.2985  0.1257  0.225
H  -2.2139  -0.7412  1.6354  0.226
H  -0.6221  -0.9788  2.2934  0.208
H  -1.6474  -2.3990  1.9273  0.235
H  -2.5154  -1.0995  -0.9737  0.193
H  -1.0920  -1.8554  -1.9513  0.219
H  -2.0352  -2.8486  -0.7913  0.228
H  0.5003  2.1688  1.0804  0.213
H  0.6856  2.6466  -0.6920  0.222
H  -0.5100  3.4020  0.2954  0.243
H  -2.6816  0.9763  -1.6084  0.218
H  -1.3185  1.2930  -2.4386  0.227
H  -1.8046  2.6341  -1.5084  0.239
H  -2.9139  0.6399  0.5968  0.210
H  -1.8004  1.2271  1.9661  0.231
H  -2.6619  2.3147  0.8393  0.240
H  3.9983  -1.0406  -0.8504  0.210
H  3.4750  0.3138  -2.0196  0.218
H  4.1172  0.6405  -0.3315  0.194
H  2.6593  -0.7576  1.6253  0.211
H  3.0275  0.8907  1.3540  0.210
H  1.3569  0.5822  1.3910  0.197

The calculation puts the total energy at -14425.2513 eV. Its expectation value of S² is 2.00. The HOMO-LUMO gap (spin up / spin down) comes out at 2.549 / 7.444 eV. The multiplicity is 3.



# 4
DFT (ωB97M-V/def2-TZVPD) results for a cluster of 3 separate species, C10H25BN5O12P2S2 in total in a non-equilibrium geometry.

Last column: natural (NBO) charge in e.
Element x y z (Å)
N  0.5739  0.4484  -2.1374  -1.155
P  1.1692  1.2671  -3.4669  1.484
O  0.5982  0.3767  -4.6694  -0.962
N  0.1042  2.9050  -3.4859  -0.960
C  -1.1425  3.0068  -3.8953  0.737
N  -1.8210  4.2238  -4.0428  -0.882
S  -1.3978  5.2180  -5.3888  0.227
N  -1.8610  1.8866  -4.2506  -0.519
N  -2.2108  0.9813  -3.1530  -0.429
C  -2.5400  1.4811  -2.0768  0.851
O  -2.9008  1.9162  -1.0845  -0.402
B  -3.1235  2.1651  -5.0724  1.246
O  -2.9638  2.0788  -6.4193  -0.894
O  -4.3304  2.4614  -4.5447  -0.880
P  0.9773  4.3207  -2.8928  1.949
O  2.3006  3.7137  -2.2816  -0.963
O  1.4826  5.1148  -4.1430  -0.952
S  -0.0083  5.3100  -1.5893  -0.532
H  0.2281  1.1061  -1.4477  0.399
H  -0.1441  -0.2332  -2.3687  0.423
H  0.7782  0.8069  -5.5167  0.520
H  -1.9241  4.7331  -3.1670  0.461
H  -2.0659  4.5563  -6.3513  0.136
H  -3.7127  1.5954  -6.7961  0.525
H  -4.3083  3.0362  -3.7732  0.512
H  2.1405  3.6006  -1.3303  0.532
H  1.5668  4.5709  -4.9410  0.526
C  -3.8800  0.4402  1.6442  -0.635
C  -4.0337  -1.0115  2.0449  -0.072
O  -2.7718  -1.5891  2.4039  -0.501
C  -2.3359  -1.2815  3.6291  0.980
O  -2.9110  -0.5956  4.4295  -0.639
O  -1.1508  -1.8594  3.7992  -0.497
C  -0.5190  -1.5599  5.0506  -0.257
H  -3.1272  0.5367  0.8653  0.190
H  -4.8260  0.8392  1.2777  0.218
H  -3.5561  1.0455  2.4898  0.232
H  -4.3939  -1.6025  1.2048  0.187
H  -4.7476  -1.1272  2.8585  0.204
H  -1.1858  -1.7680  5.8828  0.203
H  -0.2038  -0.5186  5.0725  0.189
H  0.3533  -2.2030  5.1138  0.199
C  6.5467  -4.4326  3.9890  -0.639
C  5.5910  -3.4292  4.5957  -0.071
O  4.6026  -2.9931  3.6460  -0.496
C  3.5959  -3.8381  3.4455  0.979
O  3.4304  -4.8944  3.9935  -0.641
O  2.7848  -3.3046  2.5285  -0.502
C  1.6807  -4.1377  2.1667  -0.256
H  6.9927  -4.0306  3.0789  0.211
H  7.3412  -4.6718  4.6948  0.222
H  6.0300  -5.3546  3.7268  0.226
H  6.1243  -2.5273  4.8882  0.190
H  5.1016  -3.8284  5.4827  0.197
H  1.1278  -4.4619  3.0447  0.200
H  2.0274  -5.0009  1.6012  0.190
H  1.0296  -3.5372  1.5383  0.191

The charge is +1. The calculation puts the total energy at -83718.1286 eV. The HOMO-LUMO gap comes out at 7.141 eV.



# 5
DFT (ωB97M-V/def2-TZVPD) results for a structure of composition C10H25MgO7S3 in a non-equilibrium geometry.

Last column: natural (NBO) charge in e.
Element x y z (Å)
Mg  2.9413  -0.6074  2.5300  1.405
O  1.8464  -1.7950  -0.2672  -0.880
H  1.3408  -1.7354  -1.1010  0.440
C  -4.3060  -1.2978  -3.0558  -0.672
C  -4.3475  0.0442  -3.6607  0.060
C  -4.7267  0.0825  -5.0860  -0.106
O  -6.0341  0.6559  -5.1507  -0.486
C  -6.5914  0.7558  -3.9468  0.973
O  -7.6924  1.0876  -3.7322  -0.546
O  -5.5222  0.7312  -3.0751  -0.525
H  -3.6562  -2.0368  -3.5245  0.222
H  -5.1350  -1.9897  -2.9065  0.250
H  -4.0024  -1.1810  -2.0155  0.226
H  -3.6566  0.8131  -3.3147  0.213
H  -4.6721  -0.9415  -5.4555  0.193
H  -3.9179  0.7083  -5.4632  0.199
C  -0.0234  4.5016  1.1477  -0.802
S  -1.0976  3.2635  1.9967  1.221
O  -0.2152  2.2922  2.8009  -1.009
C  -1.4990  4.4612  3.2393  -0.830
H  -0.6563  5.3651  0.9435  0.232
H  0.3048  4.1001  0.1890  0.233
H  0.7772  4.7934  1.8274  0.235
H  -2.3673  4.0983  3.7894  0.243
H  -1.8147  5.4127  2.8115  0.232
H  -0.6627  4.6299  3.9177  0.247
C  7.7515  1.7699  0.8175  -0.815
S  6.2470  2.4272  0.0025  1.216
O  4.9957  1.8351  0.6028  -1.031
C  6.4239  1.5208  -1.6209  -0.784
H  8.5955  2.2845  0.3580  0.247
H  7.9250  0.7296  0.5424  0.231
H  7.5704  1.9521  1.8768  0.245
H  7.3778  1.9398  -1.9413  0.225
H  5.5627  1.6627  -2.2738  0.252
H  6.4823  0.4424  -1.4739  0.229
C  0.7795  -5.9227  2.3203  -0.809
S  0.1410  -5.0839  3.8326  1.187
O  0.6567  -3.6693  3.9829  -1.001
C  -1.6620  -5.0200  3.4290  -0.812
H  1.8664  -5.9803  2.2620  0.247
H  0.2895  -5.3940  1.5027  0.226
H  0.3797  -6.9356  2.2710  0.245
H  -1.7708  -5.1002  2.3474  0.227
H  -1.9250  -3.9975  3.6999  0.255
H  -2.3006  -5.6723  4.0246  0.253

The charge is +1. The calculation puts the total energy at -63042.8543 eV. Its energy above the lowest of the compared OMol25 structures with the same formula, charge and spin is 219.5 kcal per mole. The HOMO-LUMO gap comes out at 3.666 eV.



# 6
DFT (ωB97M-V/def2-TZVPD) results for the ion C10H25N2O2 with charge +1.

Last column: natural (NBO) charge in e.
Element x y z (Å)
C  4.0773  0.3362  -0.5922  -0.606
H  5.1379  0.1705  -0.7572  0.231
H  3.9687  0.9435  0.3029  0.198
C  3.3611  -1.0015  -0.4471  -0.411
H  3.5538  -1.6086  -1.3325  0.219
H  3.7598  -1.5403  0.4157  0.203
C  1.8448  -0.8488  -0.2836  -0.058
N  1.4310  -0.1887  0.9469  -0.669
H  2.0070  -0.4869  1.7238  0.388
C  1.1790  1.2349  0.9533  -0.231
H  1.9445  1.8216  1.4693  0.219
C  -0.1760  1.4497  1.6652  -0.232
N  -1.0986  0.3785  1.2388  -0.597
H  -1.6232  -0.0145  2.0334  0.460
C  -2.1624  0.7209  0.2552  -0.048
C  -1.6057  0.8561  -1.1575  -0.424
C  -2.6829  1.2066  -2.1794  -0.606
H  -3.2287  2.0962  -1.8758  0.213
H  -3.3880  0.3914  -2.3076  0.210
H  -2.2228  1.4057  -3.1428  0.234
H  -0.8568  1.6485  -1.1648  0.210
H  -1.1245  -0.0820  -1.4370  0.228
H  -2.6126  1.6653  0.5801  0.217
C  -3.2197  -0.3851  0.3825  -0.081
H  -4.1456  -0.0649  -0.1008  0.203
O  -3.4163  -0.6046  1.7675  -0.749
H  -4.2110  -1.1271  1.9102  0.504
H  -2.8576  -1.3005  -0.1028  0.177
H  -0.4599  -0.3904  0.8696  0.504
H  -0.5899  2.4307  1.4355  0.225
H  -0.0300  1.3793  2.7434  0.223
H  1.1213  1.5966  -0.0743  0.208
C  1.1631  -2.2255  -0.2919  -0.065
H  1.3511  -2.7302  -1.2443  0.187
H  1.5672  -2.8394  0.5210  0.173
O  -0.2324  -2.0265  -0.1024  -0.753
H  -0.6546  -2.8907  -0.0575  0.494
H  1.4460  -0.2689  -1.1226  0.196
H  3.6855  0.8929  -1.4402  0.206

The charge is +1. The calculation puts the total energy at -17845.0941 eV. Its energy above the lowest of the compared OMol25 structures with the same formula, charge and spin is 0.0 kcal per mole. As for the SMILES: CC[C@@H](CO)NCC[NH2+][C@@H](CC)CO. The HOMO-LUMO gap comes out at 10.435 eV.